(1)
Computed, not measured: 3 unconnected molecules or ions with the total composition C51H65BClN3O9PS at a distorted geometry, with wB97M-V/def2-TZVPD.

- Max |F|: 7.806 eV/Å
- Charge: +1
- Calculated total energy: -110152.088 eV

Element x y z (Å)
1 C -4.464 0.584 -3.171
2 C -5.162 -0.825 -3.001
3 C -5.141 -1.720 -4.300
4 C -3.721 -1.855 -4.964
5 C -2.544 -2.052 -3.949
6 C -2.742 -3.354 -3.088
7 C -1.383 -3.909 -2.536
8 C -0.606 -2.900 -1.607
9 C -1.526 -2.142 -0.576
10 C -0.604 -1.752 0.662
11 C -1.289 -0.564 1.483
12 C -1.903 -1.193 2.793
13 C -3.394 -0.711 3.077
14 C -4.362 -1.618 2.227
15 C -5.755 -2.014 2.901
16 S -6.336 -0.801 4.165
17 C -6.043 0.962 3.727
18 O -7.810 -0.909 4.443
19 O -5.667 -0.969 5.507
20 C -6.818 -2.075 1.702
21 B -7.177 -0.667 1.005
22 O -6.391 -0.330 -0.151
23 C -8.228 0.459 1.412
24 C -9.449 0.347 0.366
25 P -8.426 -3.027 2.007
26 N -9.745 -2.044 2.560
27 O -8.897 -3.444 0.411
28 O -6.112 -2.833 0.679
29 C -5.920 -4.199 1.021
30 C -5.516 -4.525 2.510
31 N -5.520 -3.389 3.505
32 Cl -6.731 -3.795 4.744
33 C -4.230 -3.518 4.298
34 C -4.245 -4.768 5.264
35 N -3.931 -5.943 4.877
36 H -3.983 0.702 -4.172
37 H -3.658 0.646 -2.397
38 H -5.210 1.400 -3.014
39 H -4.676 -1.403 -2.174
40 H -6.239 -0.636 -2.753
41 H -5.816 -1.223 -5.047
42 H -5.612 -2.702 -4.054
43 H -3.789 -2.708 -5.689
44 H -3.521 -0.949 -5.583
45 H -2.428 -1.195 -3.243
46 H -1.599 -2.174 -4.534
47 H -3.179 -4.145 -3.744
48 H -3.466 -3.170 -2.252
49 H -1.545 -4.885 -2.010
50 H -0.729 -4.120 -3.419
51 H 0.129 -3.500 -1.018
52 H -0.002 -2.159 -2.189
53 H -1.886 -1.175 -1.001
54 H -2.407 -2.755 -0.270
55 H -0.484 -2.674 1.280
56 H 0.397 -1.478 0.262
57 H -0.446 0.116 1.762
58 H -2.054 -0.026 0.881
59 H -1.278 -0.827 3.650
60 H -1.849 -2.307 2.835
61 H -3.459 0.351 2.729
62 H -3.526 -0.745 4.179
63 H -3.816 -2.524 1.855
64 H -4.511 -1.040 1.277
65 H -7.006 1.497 3.579
66 H -5.512 0.994 2.737
67 H -5.377 1.463 4.461
68 H -6.956 -0.264 -0.931
69 H -8.688 0.363 2.417
70 H -7.798 1.483 1.266
71 H -9.243 -0.369 -0.465
72 H -10.349 -0.054 0.896
73 H -9.760 1.349 -0.012
74 H -9.896 -2.262 3.543
75 H -10.592 -2.203 2.019
76 H -9.581 -4.121 0.481
77 H -6.763 -4.874 0.719
78 H -5.072 -4.543 0.369
79 H -4.557 -5.098 2.485
80 H -6.250 -5.286 2.867
81 H -3.983 -2.653 4.944
82 H -3.332 -3.689 3.654
83 H -4.492 -4.579 6.332
84 H -4.017 -6.562 5.693
85 C 6.451 3.369 3.362
86 C 5.156 3.234 3.856
87 C 4.168 2.660 3.069
88 C 4.468 2.228 1.779
89 C 5.761 2.385 1.277
90 C 6.754 2.947 2.076
91 C 6.085 1.974 -0.111
92 O 7.212 2.106 -0.548
93 C 5.009 1.408 -0.958
94 C 5.282 1.070 -2.281
95 C 4.285 0.528 -3.079
96 C 3.012 0.313 -2.556
97 C 2.733 0.654 -1.240
98 C 3.729 1.210 -0.440
99 C 3.411 1.600 0.953
100 O 2.297 1.409 1.408
101 H 7.224 3.810 3.981
102 H 4.919 3.576 4.856
103 H 3.163 2.552 3.458
104 H 7.762 3.058 1.694
105 H 6.271 1.234 -2.691
106 H 4.498 0.270 -4.109
107 H 2.236 -0.116 -3.178
108 H 1.740 0.489 -0.840
109 C 11.689 1.511 -0.592
110 C 10.389 1.974 -0.407
111 C 9.991 3.174 -0.977
112 C 10.895 3.923 -1.727
113 C 12.205 3.470 -1.893
114 C 12.596 2.256 -1.332
115 C 13.193 4.279 -2.647
116 O 14.334 3.883 -2.795
117 C 12.767 5.583 -3.210
118 C 13.697 6.382 -3.872
119 C 13.306 7.598 -4.414
120 C 11.983 8.018 -4.305
121 C 11.054 7.228 -3.641
122 C 11.446 6.013 -3.084
123 C 10.453 5.195 -2.347
124 O 9.297 5.563 -2.248
125 H 11.997 0.569 -0.153
126 H 9.685 1.398 0.181
127 H 8.979 3.526 -0.835
128 H 13.608 1.895 -1.470
129 H 14.726 6.058 -3.962
130 H 14.032 8.220 -4.924
131 H 11.677 8.964 -4.734
132 H 10.027 7.561 -3.555

(2)
Computed, not measured: a molecular structure, C51H67N12OPSZr, with wB97M-V/def2-TZVPD.

- Max |F|: 0.821 eV/Å
- Charge: +2
- ΔE to the lowest compared entry with this formula, charge and spin: 1.505 eV
- Calculated total energy: -95302.038 eV

Element x y z (Å)
1 Zr 0.495 0.397 -0.163
2 C -2.757 -2.704 3.265
3 C -1.444 -3.157 3.287
4 C -0.724 -3.176 2.113
5 C -1.357 -2.790 0.922
6 N -2.577 -2.268 0.905
7 C -3.254 -2.246 2.060
8 N -0.786 -3.182 -0.282
9 C -0.566 -2.511 -1.329
10 N -0.546 -1.108 -1.511
11 C -0.354 -0.876 -2.845
12 N -0.464 0.243 -3.503
13 C -1.176 1.281 -2.951
14 C -1.908 2.075 -3.857
15 C -2.739 3.057 -3.391
16 C -2.838 3.253 -2.008
17 C -2.053 2.483 -1.195
18 N -1.195 1.531 -1.631
19 C -0.076 -2.141 -3.551
20 C 0.177 -2.398 -4.887
21 C 0.239 -3.731 -5.273
22 C 0.002 -4.756 -4.355
23 C -0.278 -4.479 -3.023
24 C -0.277 -3.153 -2.634
25 H -3.379 -2.704 4.149
26 H -0.993 -3.510 4.207
27 H 0.284 -3.550 2.081
28 H -4.263 -1.856 2.006
29 H -1.809 1.849 -4.908
30 H -3.321 3.658 -4.078
31 H -3.503 3.988 -1.580
32 H -2.106 2.629 -0.123
33 H 0.302 -1.593 -5.597
34 H 0.445 -3.981 -6.305
35 H 0.020 -5.783 -4.693
36 H -0.497 -5.271 -2.318
37 C 1.008 3.616 -1.535
38 C 1.742 2.523 -2.342
39 N 2.229 1.454 -1.447
40 C 3.387 1.957 -0.647
41 C 3.413 1.420 0.773
42 N 2.082 1.485 1.409
43 C 1.732 2.784 1.993
44 C 1.384 3.801 0.921
45 N 0.610 3.180 -0.173
46 H 1.628 4.510 -1.458
47 H 0.115 3.910 -2.087
48 H 1.092 2.065 -3.083
49 H 2.581 2.967 -2.886
50 H 2.566 0.683 -2.020
51 H 4.321 1.704 -1.153
52 H 3.332 3.042 -0.655
53 H 3.711 0.373 0.756
54 H 4.155 1.976 1.358
55 H 2.096 0.810 2.166
56 H 0.881 2.621 2.655
57 H 2.542 3.173 2.621
58 H 0.826 4.623 1.376
59 H 2.289 4.250 0.517
60 H -0.355 3.454 -0.049
61 O -0.802 0.641 1.438
62 S -1.650 1.656 2.243
63 C -3.314 1.053 2.112
64 C -4.163 1.177 3.205
65 C -5.503 0.857 3.039
66 C -5.973 0.436 1.804
67 C -5.105 0.306 0.727
68 C -3.763 0.617 0.872
69 C -1.237 1.383 3.935
70 C -0.963 0.098 4.377
71 C -0.645 -0.080 5.713
72 C -0.613 1.011 6.575
73 C -0.885 2.291 6.111
74 C -1.192 2.489 4.772
75 H -3.796 1.497 4.170
76 H -6.177 0.935 3.881
77 H -7.020 0.193 1.683
78 H -5.464 -0.063 -0.223
79 H -3.076 0.440 0.057
80 H -1.002 -0.736 3.689
81 H -0.431 -1.073 6.085
82 H -0.370 0.863 7.619
83 H -0.854 3.135 6.786
84 H -1.398 3.483 4.394
85 N 1.696 -1.081 0.225
86 P 2.748 -2.172 0.684
87 N 3.063 -2.054 2.310
88 C 4.040 -2.869 3.045
89 C 4.915 -1.987 3.928
90 C 4.053 -1.181 4.896
91 C 2.975 -0.414 4.133
92 C 2.178 -1.361 3.239
93 N 2.483 -3.776 0.443
94 C 2.133 -4.831 1.396
95 C 3.112 -5.995 1.258
96 C 3.133 -6.521 -0.176
97 C 3.370 -5.394 -1.179
98 C 2.372 -4.275 -0.933
99 N 4.130 -1.829 -0.201
100 C 4.057 -1.357 -1.589
101 C 4.777 -2.251 -2.600
102 C 6.176 -2.685 -2.119
103 C 6.519 -2.029 -0.789
104 C 5.439 -2.350 0.231
105 H 4.633 -3.462 2.356
106 H 3.500 -3.575 3.689
107 H 5.495 -1.307 3.297
108 H 5.625 -2.612 4.471
109 H 4.666 -0.497 5.483
110 H 3.576 -1.864 5.607
111 H 3.470 0.342 3.510
112 H 2.299 0.107 4.814
113 H 1.395 -0.855 2.679
114 H 1.668 -2.103 3.870
115 H 1.118 -5.185 1.164
116 H 2.119 -4.445 2.410
117 H 2.830 -6.789 1.951
118 H 4.113 -5.656 1.545
119 H 2.168 -6.990 -0.394
120 H 3.889 -7.299 -0.284
121 H 3.267 -5.762 -2.203
122 H 4.387 -5.003 -1.078
123 H 1.358 -4.658 -1.049
124 H 2.476 -3.456 -1.646
125 H 4.484 -0.347 -1.654
126 H 3.003 -1.288 -1.866
127 H 4.851 -1.684 -3.530
128 H 4.165 -3.125 -2.826
129 H 6.932 -2.463 -2.871
130 H 6.196 -3.768 -1.976
131 H 6.621 -0.945 -0.898
132 H 7.476 -2.393 -0.412
133 H 5.697 -1.911 1.197
134 H 5.393 -3.439 0.360

(3)
Computed, not measured: a molecular structure, C51H69AsBaBrN8O3S at a distorted geometry, with wB97M-V/def2-TZVPD.

- Max |F|: 3.514 eV/Å
- Charge: +1
- ΔE to the lowest compared entry with this formula, charge and spin: 2.147 eV
- Calculated total energy: -214476.351 eV

Element x y z (Å)
1 Ba -0.113 0.688 -0.639
2 O -3.703 -0.383 -3.109
3 C -4.782 -0.274 -2.280
4 C -6.014 -0.764 -2.694
5 C -7.125 -0.613 -1.881
6 C -7.020 0.019 -0.652
7 C -5.788 0.495 -0.235
8 C -4.662 0.356 -1.033
9 C -3.343 0.997 -0.617
10 O -2.208 0.279 -0.946
11 N -3.277 2.311 -1.295
12 N -2.874 3.378 -0.619
13 C -2.317 4.358 -1.228
14 C -1.900 4.326 -2.639
15 Br -0.133 3.489 -2.848
16 C -2.533 4.770 -3.712
17 C -2.069 4.674 -5.113
18 C -1.994 3.438 -5.750
19 C -1.563 3.354 -7.064
20 C -1.201 4.501 -7.755
21 C -1.278 5.735 -7.126
22 C -1.717 5.824 -5.814
23 H -2.919 -0.281 -2.512
24 H -6.090 -1.255 -3.656
25 H -8.083 -0.992 -2.214
26 H -7.895 0.153 -0.029
27 H -5.691 0.998 0.722
28 H -3.382 1.231 0.454
29 H -3.042 2.232 -2.283
30 H -2.058 5.225 -0.633
31 H -3.484 5.268 -3.541
32 H -2.290 2.543 -5.216
33 H -1.514 2.390 -7.556
34 H -0.871 4.438 -8.783
35 H -0.995 6.632 -7.661
36 H -1.777 6.790 -5.327
37 C -1.200 -0.578 6.643
38 C -2.368 -0.195 5.721
39 C -3.383 -1.348 5.651
40 C -3.063 1.037 6.301
41 C -1.835 0.062 4.320
42 C -2.019 1.254 3.636
43 C -1.471 1.405 2.370
44 N -0.782 0.457 1.748
45 C -0.636 -0.722 2.372
46 C -1.126 -0.938 3.649
47 C 0.105 -1.778 1.638
48 C 0.053 -3.117 2.008
49 C 0.801 -4.078 1.333
50 C 1.610 -3.620 0.294
51 C 1.575 -2.280 -0.040
52 N 0.839 -1.373 0.593
53 C 0.753 -5.539 1.752
54 C 1.591 -5.688 3.033
55 C -0.697 -5.962 2.034
56 C 1.328 -6.458 0.670
57 H -1.568 -0.748 7.655
58 H -0.461 0.225 6.677
59 H -0.700 -1.490 6.313
60 H -3.818 -1.520 6.636
61 H -2.917 -2.277 5.320
62 H -4.188 -1.105 4.956
63 H -3.424 0.810 7.304
64 H -3.923 1.331 5.698
65 H -2.377 1.883 6.374
66 H -2.562 2.083 4.065
67 H -1.592 2.344 1.839
68 H -0.948 -1.886 4.136
69 H -0.599 -3.417 2.814
70 H 2.242 -4.291 -0.271
71 H 2.167 -1.899 -0.867
72 H 1.204 -5.055 3.834
73 H 2.631 -5.412 2.851
74 H 1.566 -6.725 3.373
75 H -1.098 -5.479 2.926
76 H -0.740 -7.038 2.199
77 H -1.344 -5.721 1.190
78 H 2.397 -6.295 0.526
79 H 0.814 -6.314 -0.282
80 H 1.196 -7.498 0.969
81 C 4.917 3.983 1.256
82 C 3.646 3.529 1.891
83 C 3.567 2.639 2.922
84 C 2.279 2.283 3.395
85 N 1.178 2.792 2.897
86 C 1.236 3.704 1.897
87 S -0.087 4.425 1.217
88 N 2.495 4.030 1.403
89 C 2.125 1.279 4.495
90 H 5.779 3.565 1.769
91 H 4.986 5.072 1.287
92 H 4.940 3.681 0.206
93 H 4.456 2.225 3.373
94 H 2.499 4.695 0.642
95 H 3.081 1.042 4.959
96 H 1.678 0.364 4.096
97 H 1.439 1.668 5.246
98 C 3.277 -1.303 -3.247
99 C 2.152 -0.758 -4.122
100 As 0.395 -0.672 -3.210
101 C -0.047 -2.595 -3.243
102 C -1.478 -2.870 -2.788
103 C -0.661 0.021 -4.719
104 C -0.608 -0.776 -6.019
105 H 4.219 -1.332 -3.796
106 H 3.057 -2.322 -2.919
107 H 3.420 -0.670 -2.367
108 H 2.052 -1.369 -5.020
109 H 2.386 0.262 -4.436
110 H 0.654 -3.104 -2.578
111 H 0.120 -2.980 -4.250
112 H -1.666 -2.451 -1.796
113 H -1.673 -3.943 -2.747
114 H -2.201 -2.424 -3.468
115 H -0.302 1.038 -4.890
116 H -1.692 0.087 -4.369
117 H 0.402 -0.816 -6.427
118 H -1.246 -0.303 -6.767
119 H -0.970 -1.796 -5.882
120 N 2.401 1.199 -0.171
121 C 3.382 0.723 0.225
122 N 4.496 0.207 0.687
123 C 4.485 -0.629 1.892
124 C 5.811 -0.439 2.615
125 O 6.898 -0.714 1.755
126 C 6.915 0.155 0.640
127 C 5.650 -0.006 -0.192
128 H 4.378 -1.682 1.608
129 H 3.646 -0.339 2.523
130 H 5.885 -1.129 3.453
131 H 5.884 0.590 2.992
132 H 7.790 -0.107 0.050
133 H 7.003 1.198 0.974
134 H 5.617 -1.018 -0.608
135 H 5.628 0.716 -1.007